1.
The following is a quantum chemistry calculation of a molecular structure, C6H13LuO3 at a distorted geometry, from the Open Molecules 2025 dataset.

Positions of all 23 atoms, in Å:
C: 2.676 -1.517 -0.517
O: 1.766 -0.445 -0.372
C: 1.428 0.285 -1.594
C: 0.437 1.348 -1.197
O: -0.896 0.891 -1.507
C: -1.893 1.239 -0.589
C: -2.075 0.225 0.522
O: -0.999 0.269 1.467
C: -1.102 -0.725 2.480
H: 2.906 -1.899 0.482
H: 2.223 -2.315 -1.124
H: 3.601 -1.171 -1.004
H: 1.029 -0.449 -2.313
H: 2.360 0.716 -1.991
H: 0.626 2.270 -1.767
H: -2.851 1.283 -1.131
H: -1.713 2.242 -0.163
H: -2.137 -0.792 0.101
H: -3.008 0.445 1.065
H: -0.340 -0.510 3.236
H: -2.099 -0.677 2.938
H: -0.918 -1.719 2.049
Lu: 0.980 1.005 0.929

Atoms 1-2, force components in eV/Å:
C 1.11 -1.42 -0.20
O -0.35 0.57 0.99

Output
LUMO level ... -0.3348 Eh
Largest force on an atom ... 1.81 eV Å⁻¹
Multiplicity ... 1
Energy ... -46176.9733 eV
Highest occupied orbital energy ... -17.0009 eV
Total charge ... +2
Kohn-Sham gap ... 7.9 eV
Energy relative to the best compared isomer or geometry (same formula, charge and spin) ... 6.3 kJ/mol

2.
The following is a quantum chemistry calculation of a gas-phase ion, C3H9FN3 (charge +1) at a distorted geometry, from the Open Molecules 2025 dataset.

Positions of all 16 atoms, in Å:
C: -1.616 -0.099 -0.248
C: 1.417 0.254 -0.606
C: -0.115 -0.526 -0.443
N: -2.258 1.095 -0.251
N: 2.391 -0.575 -0.022
N: -0.564 -0.494 1.013
F: 1.391 1.528 0.027
H: -2.218 -0.989 -0.101
H: 1.628 0.456 -1.760
H: 0.123 -1.507 -0.704
H: -3.192 1.013 0.015
H: 3.354 -0.231 -0.317
H: 2.370 -0.864 0.895
H: -0.076 0.206 1.545
H: -0.675 -1.356 1.470
H: -1.961 2.089 -0.513

Atoms 1-2, force components in eV/Å:
C -1.34 -2.09 -6.32
C -1.62 -0.03 -1.12

Output
⟨S²⟩ ... 2.007
LUMO level (spin up / spin down) ... -0.1101 / -0.2989 Eh
Largest force on an atom ... 6.79 eV Å⁻¹
Multiplicity ... 3
Energy ... -10429.8854 eV
Highest occupied orbital energy (spin up / spin down) ... -8.8020 / -14.3742 eV
Total charge ... +1
Kohn-Sham gap (spin up / spin down) ... 5.8 / 6.2 eV
Energy relative to the best compared isomer or geometry (same formula, charge and spin) ... 411.3 kJ/mol

3.
The following is a quantum chemistry calculation of a molecular structure, C34H29BF2IN7O9V, from the Open Molecules 2025 dataset.

Positions of all 84 atoms, in Å:
V: -1.118 -0.602 -1.121
C: -1.497 1.833 -4.126
C: -0.002 1.788 -3.996
N: 0.692 2.238 -5.047
C: 2.023 2.225 -4.944
C: 2.725 1.853 -3.823
C: 4.219 1.982 -3.828
O: 4.703 3.100 -3.073
C: 2.014 1.440 -2.652
C: 2.733 1.212 -1.447
N: 2.258 1.316 -0.201
C: 3.085 0.972 0.816
C: 4.025 -0.090 0.760
C: 4.800 -0.446 1.848
C: 4.705 0.244 3.052
C: 3.810 1.308 3.139
C: 3.025 1.656 2.057
I: 1.712 3.276 2.235
C: 0.601 1.330 -2.819
O: -0.160 0.712 -1.893
H: -1.757 1.913 -5.179
H: -1.901 2.706 -3.607
H: -1.979 0.959 -3.692
H: 2.573 2.565 -5.819
H: 4.564 2.145 -4.850
H: 4.695 1.062 -3.464
H: 4.202 3.114 -2.249
H: 3.815 1.095 -1.565
H: 4.090 -0.664 -0.157
H: 5.484 -1.283 1.755
H: 5.315 -0.028 3.904
H: 3.724 1.874 4.058
O: -7.214 2.998 -0.432
C: -7.093 1.760 -0.331
O: -7.949 0.879 -0.133
C: -5.646 1.235 -0.524
C: -4.630 2.091 -0.928
C: -3.346 1.606 -1.103
N: -3.035 0.326 -0.883
C: -4.005 -0.504 -0.469
C: -5.312 -0.094 -0.289
C: -3.517 -1.898 -0.150
O: -4.262 -2.759 0.272
O: -2.235 -2.042 -0.343
H: -4.867 3.134 -1.090
H: -2.528 2.241 -1.420
H: -6.066 -0.796 0.038
O: -4.076 2.864 5.735
C: -3.643 1.619 6.225
N: -2.551 1.042 5.475
C: -2.812 0.696 4.168
O: -3.936 0.785 3.712
C: -1.654 0.210 3.366
C: -0.475 -0.267 3.927
C: 0.549 -0.654 3.088
C: 0.358 -0.551 1.720
N: -0.781 -0.137 1.165
C: -1.764 0.240 1.982
H: -4.477 2.688 4.872
H: -4.460 0.896 6.219
H: -3.306 1.781 7.247
H: -1.622 1.374 5.680
H: -0.361 -0.346 5.002
H: 1.500 -1.003 3.467
H: 1.157 -0.793 1.036
H: -2.682 0.596 1.534
N: 3.667 -5.868 -0.077
C: 3.814 -4.705 -0.785
O: 4.867 -4.423 -1.322
C: 2.622 -3.798 -0.835
C: 1.453 -4.013 -0.113
C: 0.412 -3.113 -0.224
N: 0.474 -2.026 -1.007
C: 1.590 -1.832 -1.725
C: 2.679 -2.681 -1.653
H: 4.414 -6.534 -0.183
H: 2.752 -6.229 0.122
H: 1.326 -4.849 0.562
H: -0.518 -3.243 0.313
H: 1.598 -0.970 -2.375
H: 3.567 -2.483 -2.236
F: -2.833 -1.983 -3.373
B: -1.619 -1.510 -3.006
F: -0.704 -1.765 -3.985

Atoms 1-2, force components in eV/Å:
V 0.09 0.25 -0.20
C 0.00 -0.03 -0.01

Output
⟨S²⟩ ... 0.775
LUMO level (spin up / spin down) ... 0.1243 / 0.1243 Eh
Largest force on an atom ... 0.47 eV Å⁻¹
Multiplicity ... 2
Energy ... -104494.6049 eV
Highest occupied orbital energy (spin up / spin down) ... -0.8896 / -2.7208 eV
Total charge ... -2
Kohn-Sham gap (spin up / spin down) ... 4.3 / 6.1 eV
Energy relative to the best compared isomer or geometry (same formula, charge and spin) ... 123.5 kJ/mol

4.
The following is a quantum chemistry calculation of a molecular structure, C5H11ClF3FeLaO3S at a distorted geometry, from the Open Molecules 2025 dataset.

Positions of all 26 atoms, in Å:
Fe: 0.653 -0.752 -2.699
Cl: 1.575 -2.688 -2.871
C: 2.050 0.573 -3.093
C: -0.605 -0.568 -4.205
H: 2.025 0.761 -4.177
H: 1.877 1.494 -2.518
H: 3.003 0.100 -2.806
H: -0.145 0.082 -4.964
H: -1.548 -0.147 -3.830
H: -0.759 -1.584 -4.605
La: -0.102 -0.278 1.189
C: -2.039 -1.460 1.725
C: -0.460 0.204 -1.110
H: -2.892 -1.039 1.162
H: -1.943 -2.530 1.471
H: -2.258 -1.363 2.800
H: -1.462 0.126 -1.596
H: -0.167 1.278 -1.253
F: 1.692 0.457 5.219
C: 0.527 0.373 4.565
F: 0.578 -0.845 3.814
F: -0.488 0.228 5.431
S: 0.270 1.757 3.326
O: -1.039 1.369 2.697
O: 0.331 3.003 4.018
O: 1.325 1.447 2.311

Atoms 1-2, force components in eV/Å:
Fe -1.24 1.33 1.51
Cl 0.73 -1.77 0.23

Output
⟨S²⟩ ... 8.767
LUMO level (spin up / spin down) ... 0.0770 / 0.0761 Eh
Largest force on an atom ... 3.57 eV Å⁻¹
Multiplicity ... 6
Energy ... -78261.4566 eV
Highest occupied orbital energy (spin up / spin down) ... -3.1816 / -4.3088 eV
Total charge ... -1
Kohn-Sham gap (spin up / spin down) ... 5.3 / 6.4 eV

5.
The following is a quantum chemistry calculation of a molecular structure, C39H37F9OP2Ti at a distorted geometry, from the Open Molecules 2025 dataset.

Positions of all 89 atoms, in Å:
Ti: 0.077 -0.870 -3.122
C: -3.547 1.023 -0.522
C: -3.494 0.440 -1.738
C: -3.333 1.120 -3.092
C: -1.808 1.385 -3.616
C: -0.880 2.127 -2.710
C: -1.191 3.006 -1.746
C: -2.527 3.365 -1.294
C: -3.093 2.399 -0.137
C: 1.974 -1.277 -3.411
H: -3.667 0.344 0.319
H: -3.223 -0.646 -1.810
H: -3.976 2.010 -3.340
H: -3.494 0.328 -3.837
H: -1.373 0.358 -3.994
H: -1.802 1.996 -4.568
H: 0.211 2.042 -2.992
H: -0.432 3.385 -1.052
H: -3.295 3.425 -2.095
H: -2.441 4.280 -0.707
H: -2.316 2.416 0.662
H: -4.010 2.894 0.285
H: 2.214 -1.809 -2.526
H: 2.387 -0.271 -3.485
H: 2.236 -2.022 -4.162
P: 0.014 -1.520 -7.524
P: 1.149 0.714 -7.010
C: -1.126 -0.177 -7.888
C: -0.522 1.030 -7.660
C: -0.186 -2.617 -9.018
C: -1.084 -2.331 -10.072
C: -1.642 -3.380 -10.785
C: -1.134 -4.680 -10.648
C: 0.056 -4.863 -9.937
C: 0.568 -3.810 -9.158
C: -0.789 -2.390 -6.134
C: -0.312 -2.234 -4.828
C: -1.019 -2.745 -3.722
C: -2.179 -3.515 -3.983
C: -2.672 -3.596 -5.289
C: -1.995 -3.030 -6.380
C: 2.109 0.652 -8.687
C: 1.853 -0.342 -9.630
C: 2.120 -0.160 -10.988
C: 2.791 0.989 -11.390
C: 3.248 1.893 -10.424
C: 2.948 1.711 -9.080
C: 1.699 2.318 -6.278
C: 3.014 2.396 -5.761
C: 3.528 3.632 -5.348
C: 2.722 4.783 -5.418
C: 1.398 4.688 -5.858
C: 0.875 3.445 -6.231
H: -2.124 -0.355 -8.286
H: -0.912 2.032 -7.833
H: -1.393 -1.320 -10.282
H: -2.489 -3.231 -11.442
H: -1.635 -5.539 -11.101
H: 0.574 -5.834 -9.958
H: 1.512 -3.954 -8.624
H: 0.661 -1.710 -4.750
H: -0.587 -2.727 -2.661
H: -2.674 -4.034 -3.163
H: -3.589 -4.138 -5.519
H: -2.374 -3.124 -7.407
H: 1.373 -1.278 -9.343
H: 1.773 -0.913 -11.700
H: 2.955 1.163 -12.446
H: 3.818 2.761 -10.724
H: 3.317 2.408 -8.330
H: 3.635 1.492 -5.733
H: 4.569 3.704 -5.008
H: 3.137 5.751 -5.117
H: 0.788 5.586 -5.933
H: -0.159 3.359 -6.537
F: -0.785 -0.653 1.702
C: 0.090 -1.378 0.961
F: 0.868 -2.048 1.888
F: -0.648 -2.294 0.256
C: 0.954 -0.529 -0.042
O: 0.328 -0.393 -1.311
C: 1.281 0.770 0.804
F: 1.989 0.343 1.928
F: 2.032 1.656 0.134
F: 0.153 1.442 1.236
C: 2.346 -1.369 -0.193
F: 3.099 -1.725 0.872
F: 2.010 -2.574 -0.801
F: 3.145 -0.632 -1.048

Atoms 1-2, force components in eV/Å:
Ti -1.81 1.12 1.38
C 1.60 -1.02 -0.67

Output
⟨S²⟩ ... 2.012
LUMO level (spin up / spin down) ... -0.0002 / -0.0002 Eh
Largest force on an atom ... 5.22 eV Å⁻¹
Multiplicity ... 3
Energy ... -109232.7227 eV
Highest occupied orbital energy (spin up / spin down) ... -6.2233 / -6.8507 eV
Kohn-Sham gap (spin up / spin down) ... 6.2 / 6.8 eV
Energy relative to the best compared isomer or geometry (same formula, charge and spin) ... 548.4 kJ/mol

6.
The following is a quantum chemistry calculation of C14H22O in the gas phase at a distorted geometry, from the Open Molecules 2025 dataset.

Positions of all 37 atoms, in Å:
O: 2.285 2.330 -0.936
C: 1.278 1.753 -0.487
C: 0.231 3.612 0.931
C: -1.918 -1.828 0.836
C: -1.903 -1.164 -1.536
C: 1.205 -2.028 -1.567
C: 1.872 -0.707 -1.137
C: 0.915 1.344 1.884
C: 0.127 -2.428 -0.557
C: 0.381 -0.045 1.565
C: -0.891 1.396 0.241
C: 0.847 0.402 -0.946
C: 0.400 2.120 0.694
C: -0.975 -1.337 -0.293
C: -0.254 0.032 0.105
H: 1.147 4.075 1.247
H: -0.133 4.065 0.031
H: -0.506 3.757 1.750
H: -1.345 -2.124 1.700
H: -2.618 -1.054 1.089
H: -2.507 -2.703 0.533
H: -1.409 -0.597 -2.336
H: -2.184 -2.145 -1.918
H: -2.851 -0.577 -1.254
H: 1.977 -2.815 -1.603
H: 0.716 -1.882 -2.552
H: 2.603 -0.442 -1.865
H: 2.438 -0.839 -0.254
H: 2.024 1.381 1.942
H: 0.503 1.672 2.859
H: 0.613 -2.646 0.386
H: -0.350 -3.355 -0.908
H: 1.215 -0.745 1.649
H: -0.371 -0.269 2.279
H: -1.670 1.372 1.052
H: -1.321 1.788 -0.694
H: 0.427 0.634 -1.932

Atoms 1-2, force components in eV/Å:
O -2.52 -0.71 1.12
C 3.70 0.61 -0.27

Output
LUMO level ... 0.0267 Eh
Largest force on an atom ... 3.76 eV Å⁻¹
Multiplicity ... 1
Energy ... -16922.6602 eV
Structure (SMILES) ... CC1(C)CCC[C@@H]2C(=O)[C@]3(C)CC[C@@]21C3
Highest occupied orbital energy ... -9.1113 eV
Kohn-Sham gap ... 9.8 eV
Energy relative to the best compared isomer or geometry (same formula, charge and spin) ... 0.0 kJ/mol